Molecular formula: C15H43N2O9Zn
Method: DFT, the ωB97M-V functional and the def2-TZVPD basis

Positions of all 70 atoms, in Å:
Zn1 -3.515 1.428 3.679
O1 -0.330 -2.607 2.142
C1 -1.162 -1.628 2.445
O2 -1.883 -1.061 1.647
O3 -1.230 -1.191 3.622
H1 -0.537 -2.685 1.208
C2 -3.070 -5.648 -4.010
C3 -3.057 -4.778 -2.723
C4 -3.673 -5.507 -1.524
O4 -1.712 -4.479 -2.363
H2 -2.663 -5.113 -4.867
H3 -4.049 -6.058 -4.259
H4 -2.360 -6.471 -3.927
H5 -3.720 -3.923 -2.865
H6 -4.728 -5.612 -1.778
H7 -3.740 -4.787 -0.708
H8 -3.258 -6.481 -1.264
H9 -1.363 -3.883 -3.030
C5 3.682 3.046 -1.988
C6 2.986 2.373 -0.770
C7 3.723 1.086 -0.182
O5 3.555 0.088 -1.178
C8 4.373 -1.113 -0.994
N1 2.987 3.379 0.282
H10 3.070 3.806 -2.476
H11 3.750 2.258 -2.738
H12 4.692 3.437 -1.869
H13 1.948 2.235 -1.070
H14 3.160 0.788 0.703
H15 4.766 1.313 0.039
H16 3.938 -1.796 -1.723
H17 4.300 -1.583 -0.013
H18 5.437 -0.895 -1.093
H19 2.312 3.199 1.011
H20 2.803 4.310 -0.064
C9 -1.781 5.839 -7.063
C10 -2.966 6.195 -6.142
C11 -2.954 5.387 -4.807
O6 -3.339 4.035 -5.094
C12 -3.560 3.307 -3.890
N2 -2.823 7.604 -5.821
H21 -1.863 4.800 -7.383
H22 -0.752 5.945 -6.718
H23 -1.875 6.446 -7.963
H24 -3.930 6.071 -6.635
H25 -3.696 5.835 -4.145
H26 -1.972 5.333 -4.338
H27 -2.964 3.598 -3.024
H28 -3.337 2.242 -3.954
H29 -4.594 3.280 -3.548
H30 -2.041 7.837 -5.226
H31 -2.683 8.223 -6.606
C13 0.751 -6.177 5.461
O7 1.837 -5.290 5.412
H32 0.771 -6.867 6.305
H33 -0.226 -5.726 5.633
H34 0.742 -6.785 4.557
H35 1.660 -4.795 4.608
C14 4.198 0.401 5.970
O8 5.172 0.757 6.964
H36 3.274 0.168 6.499
H37 3.992 1.252 5.321
H38 4.591 -0.420 5.370
H39 5.043 1.695 7.124
C15 0.208 -2.721 9.570
O9 -0.971 -2.247 8.945
H40 0.950 -1.923 9.534
H41 -0.050 -2.979 10.597
H42 0.642 -3.646 9.191
H43 -0.886 -2.120 7.997

For the strongest force on any atom, the calculation gives 2.63 eV Å⁻¹. Its net charge is +1. Its relative energy (zero: lowest compared OMol25 entry of this formula, charge and spin) is 1120.0 kJ/mol.